(1)
Below is one molecule with the formula C12H15FN2 at a distorted geometry, with properties calculated with wB97M-V/def2-TZVPD.

Its HOMO energy is -0.2439 Eh. As for the molar mass: 206.26 g/mol. Its charge is 0. The calculation puts the energy above the lowest of the compared OMol25 structures with the same formula, charge and spin at 2.850 eV. The value obtained for the frontier orbital gap is 0.2745 hartree.

XYZ file:
```
30
Properties=species:S:1:pos:R:3:forces:R:3:nbo_charge:R:1
C 4.1996 0.2611 -0.1204 -2.5 -0.2 0.4 -0.252
C 3.6423 -0.7888 0.6034 1.0 -1.8 1.2 -0.200
C 3.3336 1.2273 -0.6832 1.2 -0.9 0.6 -0.190
C 2.2902 -0.9865 0.7191 -2.1 -1.4 0.9 -0.211
C 1.9683 1.0551 -0.5225 1.2 -0.5 0.1 -0.237
C 1.4386 -0.0643 0.1152 -0.8 -0.3 -0.2 -0.046
C -0.7769 -1.4238 0.2591 -1.2 1.4 0.0 0.052
C -0.0125 -0.2394 0.0389 -0.3 -0.3 0.7 -0.072
C -1.9585 0.8618 -0.5353 1.4 -0.6 -0.2 0.779
C -2.0839 0.7790 -1.9917 -0.2 -1.4 -1.2 -0.716
C -3.0155 -2.3392 0.5840 2.2 -0.2 -1.5 -0.422
C -0.7188 1.7895 1.2380 -1.4 1.2 0.4 -0.412
N -2.0833 -1.3973 -0.0401 2.0 0.0 0.4 -0.533
N -0.7654 0.9850 0.0837 -1.3 -2.2 -2.1 -0.398
F -2.9931 1.4855 -0.0237 -0.5 0.5 1.1 -0.320
H 5.2340 0.2186 -0.1338 1.9 0.7 -0.5 0.212
H 4.2873 -1.5467 1.1571 -0.6 1.2 -1.0 0.209
H 3.7933 2.0520 -1.2238 -0.4 0.0 0.0 0.214
H 1.7449 -1.8777 1.2941 1.8 1.9 -1.2 0.207
H 1.2772 1.7147 -0.9521 -0.7 1.0 -0.7 0.207
H -0.2650 -2.2222 0.8396 -0.5 0.1 -0.8 0.186
H -2.6734 -0.0559 -2.3938 0.3 -0.4 0.7 0.253
H -1.0692 0.6457 -2.4196 -0.7 0.7 -0.1 0.250
H -2.7673 1.5784 -2.3137 1.1 0.6 -0.1 0.242
H -2.5561 -3.2729 0.8992 0.3 0.2 1.0 0.181
H -3.6054 -1.8133 1.2519 -1.0 0.6 1.9 0.193
H -3.6518 -2.6970 -0.1611 -1.4 -0.3 -1.5 0.188
H -1.3772 1.3315 1.9835 0.4 0.4 0.4 0.204
H 0.2677 1.9920 1.5624 1.0 -0.4 0.4 0.230
H -1.1036 2.7475 0.8856 -0.3 0.2 0.7 0.203
```
Forces are in eV/Å.

(2)
Below is C19H30BrIN2O5OsSe2 as an isolated structure at a distorted geometry, with properties calculated with wB97M-V/def2-TZVPD.

Its HOMO energy (spin up / spin down) is -0.4852 / -0.4852 Eh. As for the molar mass: 921.42 g/mol. Its charge is +2. The calculation puts the energy above the lowest of the compared OMol25 structures with the same formula, charge and spin at 1.598 eV. The value obtained for the frontier orbital gap (spin up / spin down) is 0.2069 / 0.2145 hartree.

XYZ file:
```
61
Properties=species:S:1:pos:R:3:forces:R:3:nbo_charge:R:1
Os 0.8196 0.9031 -0.8156 -1.1 0.2 -0.3 0.566
C 1.4757 -3.1020 2.7177 0.0 0.0 0.0 -0.413
N 1.3792 -2.6628 1.3257 0.0 0.0 0.0 -0.340
C 1.4129 -3.7421 0.3327 0.0 0.0 0.0 -0.425
C 1.1232 -1.4281 0.9639 -0.1 0.1 0.0 0.665
O 0.8328 -1.1242 -0.2263 0.2 0.0 0.1 -0.669
C 1.1356 -0.2990 1.9765 0.0 0.0 0.0 -0.167
O 1.3320 0.9654 1.2870 0.2 -0.3 0.3 -0.517
C 2.6084 1.6059 1.4959 0.0 0.0 0.0 -0.163
C 3.4947 1.3453 0.2839 -0.2 -0.1 0.0 0.654
O 2.9504 0.7478 -0.6845 0.2 0.2 -0.1 -0.682
N 4.7458 1.7324 0.2707 0.0 0.0 0.0 -0.340
C 5.3684 2.4709 1.3711 0.0 0.0 0.0 -0.417
C 5.5766 1.5332 -0.9226 0.0 0.0 0.0 -0.424
H 2.2889 -3.8197 2.8012 0.0 0.0 0.0 0.234
H 0.5407 -3.5787 3.0120 0.0 0.0 0.0 0.236
H 1.6705 -2.2744 3.3924 0.0 0.0 0.0 0.209
H 2.3544 -4.2774 0.4456 0.0 0.0 0.0 0.225
H 1.3364 -3.3265 -0.6648 0.0 0.0 0.0 0.246
H 0.5819 -4.4229 0.5076 0.0 0.0 0.0 0.233
H 1.8987 -0.4082 2.7404 0.0 0.0 0.0 0.222
H 0.1570 -0.2433 2.4527 0.0 0.0 0.0 0.263
H 3.0546 1.2224 2.4115 0.0 0.0 0.0 0.230
H 2.4137 2.6708 1.6265 0.0 0.0 -0.1 0.256
H 4.8330 2.3248 2.3047 0.0 0.0 0.0 0.212
H 5.4026 3.5347 1.1366 0.0 0.0 0.0 0.232
H 6.3841 2.1055 1.5031 0.0 0.0 0.0 0.240
H 5.0586 0.8930 -1.6266 0.0 0.0 0.0 0.249
H 6.5134 1.0697 -0.6200 0.0 0.0 0.0 0.229
H 5.7864 2.4987 -1.3820 0.0 0.0 0.0 0.229
O -2.8121 4.7264 -2.9115 0.0 0.0 0.0 -0.733
C -2.7378 3.7235 -3.9038 0.0 0.0 0.1 -0.052
C -1.7536 2.6465 -3.4078 0.0 0.0 -0.1 -0.119
C -1.7121 1.5710 -4.4891 0.0 0.0 0.0 -0.069
O -0.8836 0.5043 -4.0500 0.0 0.0 0.0 -0.743
C -2.3162 2.1029 -2.0971 0.0 0.0 0.1 -0.612
Se -1.3982 0.6373 -1.2118 0.5 -0.1 0.1 0.637
C -0.4169 3.3464 -3.1936 0.0 0.0 0.1 -0.592
Se 1.1386 2.4142 -2.4758 0.3 -0.1 0.0 0.397
H -3.4248 5.4157 -3.1875 0.0 0.0 0.0 0.498
H -2.3765 4.1271 -4.8561 0.0 0.0 0.0 0.186
H -3.7153 3.2598 -4.0765 0.0 0.0 0.0 0.184
H -1.3316 2.0031 -5.4199 0.0 0.0 0.0 0.193
H -2.7297 1.2121 -4.6749 0.0 0.0 0.0 0.187
H -0.8735 -0.1909 -4.7183 0.0 0.0 0.0 0.501
H -3.3272 1.7246 -2.2524 0.0 0.0 0.0 0.250
H -2.3634 2.8896 -1.3418 0.0 0.0 -0.1 0.274
H -0.5487 4.1607 -2.4793 -0.1 0.0 -0.1 0.269
H -0.0629 3.7813 -4.1282 0.0 -0.1 0.0 0.248
Br -2.3470 -1.0318 3.1143 0.0 0.0 0.0 0.005
C -3.4702 -2.5671 3.0243 0.0 0.1 0.0 0.012
C -4.2404 -2.8379 4.1457 0.0 0.0 0.0 -0.266
C -5.0957 -3.9269 4.1374 0.0 0.0 0.0 -0.178
C -5.1797 -4.7355 3.0137 0.0 0.0 0.0 -0.186
C -4.4074 -4.4593 1.8980 0.0 0.0 0.0 -0.212
C -3.5424 -3.3697 1.8954 -0.1 -0.1 0.1 -0.261
I -2.4102 -3.0309 0.1828 0.1 0.0 0.0 0.153
H -4.1720 -2.1970 5.0132 0.0 0.0 0.0 0.240
H -5.6973 -4.1383 5.0105 0.0 0.0 0.0 0.239
H -5.8488 -5.5849 3.0007 0.0 0.0 0.0 0.239
H -4.4738 -5.0905 1.0226 0.0 0.0 0.0 0.237
```
Forces are in eV/Å.

(3)
Below is one molecule with the formula C3H5NO3 at a distorted geometry, with properties calculated with wB97M-V/def2-TZVPD.

Its HOMO energy is -0.3829 Eh. As for the molar mass: 103.08 g/mol. Its charge is 0. Its SMILES is CC(=O)NC(=O)O. The calculation puts the energy above the lowest of the compared OMol25 structures with the same formula, charge and spin at 0.000 eV. The value obtained for the frontier orbital gap is 0.4001 hartree.

XYZ file:
```
12
Properties=species:S:1:pos:R:3:forces:R:3:nbo_charge:R:1
C -1.4198 -0.6169 0.3190 -0.1 0.1 0.0 -0.721
C -0.3357 0.0351 1.1277 -0.2 0.0 0.6 0.698
O -0.4868 0.3727 2.2793 0.1 -0.1 -0.2 -0.561
N 0.9437 0.2114 0.5646 -1.2 -0.1 0.6 -0.669
C 1.3091 0.3772 -0.7286 1.2 0.3 -0.5 0.885
O 2.4513 0.6393 -1.0239 -0.3 0.0 -0.3 -0.618
O 0.3128 0.2537 -1.6124 -0.4 -0.2 0.5 -0.689
H -2.3420 -0.6709 0.8964 0.3 -0.1 0.2 0.243
H -1.6078 -0.0121 -0.5550 -0.1 0.0 -0.3 0.252
H -1.1008 -1.6059 -0.0187 -0.1 0.1 0.0 0.239
H 1.5905 0.6025 1.2237 0.4 0.0 0.2 0.430
H 0.6855 0.4140 -2.4722 0.4 0.1 -0.8 0.509
```
Forces are in eV/Å.

(4)
Below is C4H8O2 as an isolated structure, with properties calculated with wB97M-V/def2-TZVPD.

Its HOMO energy is -0.2531 Eh. As for the molar mass: 88.11 g/mol. Its charge is 0. The calculation puts the energy above the lowest of the compared OMol25 structures with the same formula, charge and spin at 6.156 eV. The value obtained for the frontier orbital gap is 0.2606 hartree.

XYZ file:
```
14
Properties=species:S:1:pos:R:3:forces:R:3:nbo_charge:R:1
C -0.8595 -0.0314 -1.2516 0.0 0.0 -0.1 -0.623
C -0.1650 -0.4321 0.0360 0.0 0.3 -0.1 0.079
O -0.3844 -1.7742 0.3982 0.1 -0.1 -0.2 -0.688
C 1.1854 0.0649 0.2365 0.3 0.1 -0.1 -0.011
C -0.5401 0.4446 1.2407 -0.6 -0.1 0.3 -0.245
O 0.5971 1.5388 1.1896 0.3 0.0 -0.3 -0.681
H -0.4628 -0.5708 -2.1233 0.0 0.0 0.1 0.195
H -0.7278 1.0413 -1.4300 0.0 -0.1 0.0 0.208
H -1.9320 -0.2203 -1.1563 0.2 0.0 0.0 0.236
H -0.2392 -2.3151 -0.3887 -0.1 0.0 0.2 0.469
H 1.7994 -0.4726 0.9549 -0.2 0.2 -0.1 0.229
H 1.7277 0.6745 -0.4873 -0.1 -0.1 0.1 0.193
H -0.3013 -0.0732 2.1742 0.0 0.0 -0.1 0.156
H 0.2266 2.2533 0.6461 0.1 -0.2 0.2 0.483
```
Forces are in eV/Å.

(5)
Below is a 2-piece molecular cluster, C14H14Cl2N2O4 overall at a distorted geometry, with properties calculated with wB97M-V/def2-TZVPD.

Its HOMO energy is -0.3432 Eh. As for the molar mass: 345.18 g/mol. Its charge is 0. Its SMILES is O=C(Cl)Cc1cc(Cl)cc2nccnc12.CCOC(=O)OC. The calculation puts the energy above the lowest of the compared OMol25 structures with the same formula, charge and spin at 0.691 eV. The value obtained for the frontier orbital gap is 0.3188 hartree.

XYZ file:
```
36
Properties=species:S:1:pos:R:3:forces:R:3:nbo_charge:R:1
O -4.8540 -3.6074 4.3000 -0.7 0.6 -0.4 -0.486
C -5.1174 -2.5831 3.7501 1.1 -0.6 0.4 0.569
Cl -6.8261 -2.0212 3.6454 0.7 0.0 -0.2 -0.079
C -3.9887 -1.7246 3.1620 0.2 0.2 -0.2 -0.537
C -3.6019 -2.1211 1.7311 -0.4 0.1 0.0 0.000
C -4.4157 -2.9020 0.9494 0.2 -0.1 -0.5 -0.220
C -3.9954 -3.2419 -0.3853 0.0 0.3 0.6 -0.007
Cl -5.0218 -4.2554 -1.3988 0.4 0.5 0.6 0.009
C -2.8119 -2.7706 -0.8683 0.2 -0.1 -0.7 -0.229
C -1.9439 -1.9244 -0.0962 -1.3 -1.1 -0.6 0.110
N -0.7988 -1.4786 -0.6936 -0.3 0.6 1.8 -0.342
C -0.1214 -0.7121 0.1357 0.9 0.4 -0.2 0.012
C -0.4834 -0.4062 1.4917 -0.2 0.0 -0.1 0.007
N -1.5875 -0.8465 2.0561 0.5 0.0 -1.0 -0.382
C -2.3482 -1.6143 1.2213 -0.4 -0.1 0.5 0.159
H -4.1660 -0.6376 3.2354 -0.2 -0.5 -0.1 0.253
H -3.0972 -1.9271 3.7826 -0.5 0.0 -0.1 0.269
H -5.3810 -3.2679 1.3179 0.4 0.1 -0.2 0.237
H -2.5037 -3.0348 -1.8871 -0.1 0.2 0.5 0.242
H 0.8084 -0.2662 -0.2486 -0.4 -0.2 0.2 0.206
H 0.1719 0.2366 2.0920 -0.2 -0.3 -0.3 0.206
C 5.4612 1.3416 -3.1558 0.1 0.1 0.2 -0.640
C 3.9964 1.6917 -3.3178 0.3 -0.2 -0.4 -0.071
O 3.3792 1.9586 -2.0503 -0.2 0.0 0.0 -0.497
C 3.6463 3.1526 -1.5198 0.1 -0.2 0.1 0.982
O 4.3380 4.0074 -2.0058 -0.1 0.1 0.0 -0.642
O 3.0275 3.2262 -0.3366 0.0 0.0 -0.1 -0.498
C 3.3071 4.4241 0.3893 0.0 0.2 0.2 -0.257
H 5.5822 0.5174 -2.4505 -0.1 -0.1 -0.1 0.211
H 5.8945 1.0535 -4.1144 -0.1 0.0 0.0 0.219
H 6.0282 2.1862 -2.7648 -0.1 0.0 -0.1 0.226
H 3.4635 0.8424 -3.7441 -0.2 0.0 0.2 0.192
H 3.8574 2.5356 -3.9945 0.0 0.1 0.2 0.195
H 3.1039 5.3076 -0.2135 0.1 -0.1 -0.1 0.199
H 4.3434 4.4246 0.7262 0.0 0.1 -0.1 0.190
H 2.6552 4.4370 1.2596 -0.1 -0.2 -0.1 0.194
```
Forces are in eV/Å.

(6)
Below is a 2-piece molecular cluster, C5H4N overall at a distorted geometry, with properties calculated with wB97M-V/def2-TZVPD.

Its HOMO energy (spin up / spin down) is -0.5492 / -0.5473 Eh. As for the molar mass: 78.09 g/mol. Its charge is +1. The calculation puts the energy above the lowest of the compared OMol25 structures with the same formula, charge and spin at 7.758 eV. The value obtained for the frontier orbital gap (spin up / spin down) is 0.2979 / 0.3164 hartree.

XYZ file:
```
10
Properties=species:S:1:pos:R:3:forces:R:3:nbo_charge:R:1
C -2.2301 -0.2755 -0.4976 4.9 4.0 -2.4 -0.098
C -3.0736 -0.9515 -0.0878 -5.0 -4.0 2.4 0.094
C 0.9019 1.6914 -1.4095 0.0 -2.0 3.7 0.452
C 0.2812 -0.6755 1.2538 1.2 -1.7 -0.7 -0.192
C 0.8954 -0.3604 0.0685 -1.2 -1.6 2.4 -0.172
N 0.9111 0.8605 -0.5886 -0.2 1.4 -2.5 -0.179
H 0.8946 2.6815 -1.8017 0.1 0.3 -0.8 0.303
H -0.1789 0.0967 1.8476 -0.2 -0.1 0.3 0.232
H 0.3198 -1.8605 1.6648 -0.1 3.8 -1.4 0.291
H 1.2787 -1.2067 -0.4494 0.7 0.0 -1.0 0.269
```
Forces are in eV/Å.

Please write out number 6 again, unchanged.
Below is a 2-piece molecular cluster, C5H4N overall at a distorted geometry, with properties calculated with wB97M-V/def2-TZVPD.

Its HOMO energy (spin up / spin down) is -0.5492 / -0.5473 Eh. As for the molar mass: 78.09 g/mol. Its charge is +1. The calculation puts the energy above the lowest of the compared OMol25 structures with the same formula, charge and spin at 7.758 eV. The value obtained for the frontier orbital gap (spin up / spin down) is 0.2979 / 0.3164 hartree.

XYZ file:
```
10
Properties=species:S:1:pos:R:3:forces:R:3:nbo_charge:R:1
C -2.2301 -0.2755 -0.4976 4.9 4.0 -2.4 -0.098
C -3.0736 -0.9515 -0.0878 -5.0 -4.0 2.4 0.094
C 0.9019 1.6914 -1.4095 0.0 -2.0 3.7 0.452
C 0.2812 -0.6755 1.2538 1.2 -1.7 -0.7 -0.192
C 0.8954 -0.3604 0.0685 -1.2 -1.6 2.4 -0.172
N 0.9111 0.8605 -0.5886 -0.2 1.4 -2.5 -0.179
H 0.8946 2.6815 -1.8017 0.1 0.3 -0.8 0.303
H -0.1789 0.0967 1.8476 -0.2 -0.1 0.3 0.232
H 0.3198 -1.8605 1.6648 -0.1 3.8 -1.4 0.291
H 1.2787 -1.2067 -0.4494 0.7 0.0 -1.0 0.269
```
Forces are in eV/Å.

Question: Look up the molar mass of the fifth one.
Answer: 345.18 g/mol